Run w
Entry from the OMol25 dataset: a structure of composition CH2N2P2 (ωB97M-V with the def2-TZVPD basis set).

Summary:
- Frontier orbital gap (spin up / spin down): 7.09 / 6.28 eV
- HOMO level (spin up / spin down): -6.3064 / -9.7376 eV
- <S²>: 2.01

Geometry as ORCA input:
```
! RIJCOSX wB97M-V def2-TZVPD def2/J DEFGRID3
* xyz 0 3
P -1.895 -0.135 0.269
P 0.483 1.207 -0.286
N -0.510 -1.262 -0.120
N -1.095 1.194 0.234
C 0.528 -0.665 -0.365
H 1.187 0.974 0.895
H 1.302 -1.314 -0.627
*
```


Run x
Entry from the OMol25 dataset: a structure of composition CH2N2P2 (ωB97M-V with the def2-TZVPD basis set).

Summary:
- Frontier orbital gap (spin up / spin down): 6.89 / 6.80 eV
- HOMO level (spin up / spin down): -7.3645 / -9.9038 eV
- <S²>: 2.09

Geometry as ORCA input:
```
! RIJCOSX wB97M-V def2-TZVPD def2/J DEFGRID3
* xyz 0 3
P 1.390 1.146 0.072
P -0.615 -0.762 0.081
N 0.607 -1.704 0.031
N 1.983 -0.320 0.115
C -0.382 0.939 0.190
H -1.069 1.731 -0.039
H -1.915 -1.031 -0.450
*
```


Most stable: run w (next structure +71.8 kcal/mol)


Run w
Entry from the OMol25 dataset: the molecule C4H8ClNO (ωB97M-V with the def2-TZVPD basis set).

Summary:
- Frontier orbital gap: 9.88 eV
- HOMO level: -9.1445 eV
- SMILES: NC/C=C(/Cl)CO

Geometry as ORCA input:
```
! RIJCOSX wB97M-V def2-TZVPD def2/J DEFGRID3
* xyz 0 1
Cl -1.066 -1.246 -2.470
O 1.323 -1.199 0.253
N 0.926 1.776 0.757
C -0.438 1.277 0.634
C -0.583 -0.659 -0.951
C -0.867 0.578 -0.668
C 0.026 -1.678 -0.044
H -1.417 1.148 -1.401
H 1.716 -1.797 0.880
H 1.072 2.515 0.046
H -1.108 2.112 0.762
H -0.621 0.589 1.487
H 0.114 -2.611 -0.614
H -0.628 -1.846 0.825
H 1.550 1.041 0.504
*
```


Run x
Entry from the OMol25 dataset: a cluster of 3 separate species, C4H8ClNO in total (ωB97M-V with the def2-TZVPD basis set).

Summary:
- Frontier orbital gap: 10.58 eV
- HOMO level: -9.7274 eV

Geometry as ORCA input:
```
! RIJCOSX wB97M-V def2-TZVPD def2/J DEFGRID3
* xyz 0 1
Cl 0.620 -2.530 -1.840
O 0.189 -0.411 2.060
N -2.289 -1.602 0.671
C 0.373 1.422 -0.883
C 0.920 1.298 0.537
C -1.671 -1.341 -0.268
C 0.744 -0.102 1.039
H 1.992 1.514 0.533
H 1.167 -0.870 0.368
H 0.424 1.998 1.212
H -0.690 1.196 -0.899
H 0.517 2.434 -1.253
H 0.880 0.729 -1.549
H -0.404 -1.910 -1.243
H -2.772 -1.824 1.515
*
```


Run y
Entry from the OMol25 dataset: the molecule C4H8ClNO (ωB97M-V with the def2-TZVPD basis set).

Summary:
- Frontier orbital gap: 10.75 eV
- HOMO level: -9.9783 eV
- SMILES: [H]/N=C(\Cl)C(C)(C)O

Geometry as ORCA input:
```
! RIJCOSX wB97M-V def2-TZVPD def2/J DEFGRID3
* xyz 0 1
Cl 2.695 -0.257 -0.030
O 0.371 -1.805 -0.569
N 1.028 1.601 0.680
C -1.041 -0.355 1.019
C -0.057 -0.452 -0.183
C -0.708 0.251 -1.357
C 1.253 0.477 0.244
H -0.933 0.758 1.206
H 1.945 2.142 0.992
H -0.315 -0.161 -2.333
H -0.554 1.281 -1.168
H -2.048 -0.557 0.657
H -1.683 0.179 -1.240
H -0.678 -0.829 1.909
H 0.726 -2.274 0.172
*
```


Most stable: run w (next structure +7.4 kcal/mol)